1.
{"formula": "C18H57BN21O11", "method": "ωB97M-V/def2-TZVPD", "species": ["C", "C", "C", "C", "C", "N", "B", "N", "O", "C", "C", "C", "C", "N", "O", "H", "H", "H", "H", "H", "H", "H", "H", "H", "H", "H", "H", "H", "H", "H", "H", "H", "H", "H", "H", "H", "C", "O", "N", "N", "H", "H", "H", "H", "C", "O", "N", "N", "H", "H", "H", "H", "C", "O", "N", "N", "H", "H", "H", "H", "C", "O", "N", "N", "H", "H", "H", "H", "C", "O", "N", "N", "H", "H", "H", "H", "C", "O", "N", "N", "H", "H", "H", "H", "C", "O", "N", "N", "H", "H", "H", "H", "C", "O", "N", "N", "H", "H", "H", "H", "C", "O", "N", "N", "H", "H", "H", "H"], "coordinates": [[-1.39, -2.61, 0.97], [-0.71, -2.83, -0.37], [-1.36, -1.86, -1.35], [0.78, -2.49, -0.25], [1.70, -3.20, -1.24], [3.13, -2.97, -0.88], [1.57, -2.61, -2.71], [1.89, -1.25, -2.96], [1.21, -3.38, -3.80], [1.51, -4.71, -1.18], [0.14, -5.23, -0.74], [-0.22, -6.42, -1.62], [0.17, -5.71, 0.71], [-0.91, -4.20, -0.93], [-2.11, -4.62, -0.79], [-2.31, -2.06, 0.80], [-1.60, -3.51, 1.54], [-0.73, -1.94, 1.56], [-1.10, -0.83, -1.10], [-1.06, -2.10, -2.37], [-2.44, -1.98, -1.30], [0.87, -1.42, -0.43], [1.15, -2.65, 0.76], [3.30, -3.41, 0.02], [3.30, -1.98, -0.75], [1.40, -0.54, -2.42], [1.80, -1.01, -3.94], [1.74, -4.18, -3.91], [1.77, -5.13, -2.14], [2.24, -5.11, -0.48], [-0.53, -6.06, -2.60], [-1.04, -6.99, -1.21], [0.66, -7.04, -1.76], [0.58, -4.96, 1.39], [0.82, -6.58, 0.75], [-0.82, -6.01, 1.03], [5.19, -3.64, -5.17], [4.99, -4.72, -4.62], [4.31, -2.61, -5.08], [6.32, -3.41, -5.90], [4.45, -1.72, -5.52], [3.49, -2.77, -4.53], [6.99, -4.16, -5.97], [6.52, -2.54, -6.35], [-0.57, 1.02, 3.07], [-0.42, -0.15, 2.73], [-1.70, 1.68, 2.69], [0.34, 1.73, 3.76], [-1.89, 2.64, 2.91], [-2.39, 1.15, 2.19], [1.21, 1.28, 3.99], [0.22, 2.70, 4.01], [-4.09, 1.60, 5.73], [-3.46, 2.61, 5.50], [-5.21, 1.60, 6.52], [-3.73, 0.39, 5.22], [-5.74, 0.78, 6.73], [-5.48, 2.48, 6.93], [-2.91, 0.36, 4.65], [-4.23, -0.46, 5.39], [-3.13, 6.15, 6.87], [-2.18, 5.54, 7.34], [-4.03, 5.59, 6.01], [-3.33, 7.47, 7.17], [-4.79, 6.11, 5.62], [-3.91, 4.63, 5.74], [-2.67, 7.89, 7.80], [-4.06, 8.04, 6.79], [-1.63, 1.02, -3.96], [-0.79, 1.16, -3.08], [-2.84, 0.46, -3.73], [-1.41, 1.45, -5.24], [-3.55, 0.33, -4.43], [-3.02, 0.12, -2.80], [-0.52, 1.87, -5.43], [-2.08, 1.36, -5.98], [1.38, 2.18, -0.22], [1.96, 2.63, 0.75], [0.02, 1.88, -0.19], [2.05, 1.93, -1.40], [-0.49, 1.51, -0.97], [-0.44, 2.01, 0.71], [3.03, 2.14, -1.41], [1.63, 1.52, -2.23], [-0.27, 8.52, 4.83], [-1.38, 8.80, 4.41], [-0.06, 7.85, 6.00], [0.87, 8.87, 4.14], [0.85, 7.62, 6.35], [-0.87, 7.57, 6.52], [0.75, 9.36, 3.27], [1.79, 8.65, 4.45], [-2.86, 5.65, -3.96], [-3.42, 5.58, -2.88], [-2.72, 6.83, -4.64], [-2.33, 4.55, -4.58], [-2.26, 6.91, -5.52], [-3.10, 7.65, -4.21], [-2.41, 3.67, -4.10], [-1.86, 4.57, -5.46], [4.63, -6.77, -1.20], [4.20, -6.86, -0.06], [4.68, -5.59, -1.87], [5.08, -7.87, -1.90], [5.00, -5.48, -2.82], [4.34, -4.77, -1.39], [5.05, -8.75, -1.43], [5.43, -7.81, -2.83]], "spin_multiplicity": 2, "s2": 0.754, "homo_energy_ev": [-7.67, -8.88]}

***

2.
{"formula": "C18H57Br2F3IN22O17PSi2", "method": "ωB97M-V/def2-TZVPD", "species": ["O", "C", "O", "C", "C", "Si", "I", "O", "Si", "C", "C", "C", "F", "Br", "C", "F", "F", "Br", "P", "O", "O", "O", "H", "H", "H", "H", "H", "H", "H", "H", "H", "H", "H", "H", "H", "C", "O", "N", "N", "H", "H", "H", "H", "C", "O", "N", "N", "H", "H", "H", "H", "C", "O", "N", "N", "H", "H", "H", "H", "C", "O", "N", "N", "H", "H", "H", "H", "C", "O", "N", "N", "H", "H", "H", "H", "C", "O", "N", "N", "H", "H", "H", "H", "C", "O", "N", "N", "H", "H", "H", "H", "C", "O", "N", "N", "H", "H", "H", "H", "C", "O", "N", "N", "H", "H", "H", "H", "C", "O", "N", "N", "H", "H", "H", "H", "C", "O", "N", "N", "H", "H", "H", "H"], "coordinates": [[-3.29, 2.13, -3.48], [-3.50, 2.33, -2.31], [-4.04, 1.36, -1.51], [-3.24, 3.59, -1.55], [-2.11, 3.53, -0.50], [-0.48, 2.95, -1.16], [0.67, 4.93, -2.03], [0.35, 2.23, 0.04], [1.69, 1.31, -0.01], [1.41, -0.11, 1.15], [0.22, -1.02, 0.81], [0.36, -1.94, -0.39], [0.25, -1.20, -1.55], [2.07, -2.86, -0.41], [-0.77, -3.00, -0.41], [-1.94, -2.37, -0.14], [-0.60, -3.90, 0.56], [-0.95, -3.88, -2.10], [3.58, 2.24, 0.79], [4.44, 1.02, 0.92], [3.31, 3.00, 2.16], [4.16, 3.46, -0.05], [-4.72, 0.91, -2.05], [-3.00, 4.36, -2.31], [-4.18, 3.87, -1.06], [-2.38, 2.95, 0.38], [-1.95, 4.56, -0.15], [-0.63, 2.06, -2.33], [1.98, 0.84, -1.39], [1.19, 0.34, 2.13], [2.35, -0.66, 1.26], [0.01, -1.66, 1.68], [-0.68, -0.42, 0.64], [3.54, 2.40, 2.89], [4.43, 3.18, -0.94], [-7.18, 2.74, 0.00], [-6.23, 3.47, -0.22], [-8.45, 3.19, 0.17], [-7.00, 1.37, 0.10], [-9.22, 2.59, 0.35], [-8.58, 4.19, 0.12], [-6.05, 1.06, -0.02], [-7.73, 0.71, 0.28], [-2.34, 0.44, 2.52], [-2.03, 1.55, 2.12], [-3.30, -0.30, 1.87], [-1.75, -0.16, 3.58], [-3.59, -1.21, 2.16], [-3.73, 0.14, 1.08], [-1.04, 0.36, 4.07], [-1.96, -1.09, 3.91], [0.38, -2.99, 4.64], [-0.59, -2.34, 5.00], [1.57, -2.95, 5.30], [0.35, -3.79, 3.53], [2.38, -3.48, 5.02], [1.62, -2.37, 6.12], [-0.51, -3.84, 3.02], [1.13, -4.33, 3.21], [-8.47, 7.04, -0.08], [-8.87, 6.04, 0.53], [-9.25, 7.69, -0.98], [-7.22, 7.53, 0.12], [-8.94, 8.50, -1.48], [-10.18, 7.34, -1.14], [-6.64, 7.04, 0.77], [-6.84, 8.34, -0.34], [7.06, -1.87, 0.21], [7.28, -1.78, 1.41], [7.80, -2.65, -0.63], [6.02, -1.21, -0.38], [7.57, -2.72, -1.61], [8.58, -3.17, -0.27], [5.44, -0.61, 0.19], [5.82, -1.30, -1.36], [-4.05, 8.42, 0.76], [-4.75, 9.35, 0.40], [-4.06, 7.97, 2.06], [-3.21, 7.75, -0.09], [-3.50, 7.20, 2.38], [-4.66, 8.45, 2.70], [-3.19, 8.06, -1.04], [-2.64, 6.98, 0.20], [-3.85, -1.26, -5.31], [-3.95, -0.46, -6.21], [-3.54, -0.92, -4.02], [-4.05, -2.61, -5.50], [-3.46, -1.62, -3.30], [-3.38, 0.05, -3.79], [-4.28, -2.90, -6.43], [-3.99, -3.29, -4.76], [-5.22, -5.64, -3.48], [-4.49, -4.69, -3.23], [-5.66, -5.92, -4.73], [-5.63, -6.50, -2.50], [-6.26, -6.70, -4.95], [-5.39, -5.31, -5.47], [-5.31, -6.32, -1.56], [-6.22, -7.29, -2.67], [5.59, -4.46, -2.64], [6.46, -3.76, -3.15], [4.45, -4.79, -3.32], [5.69, -4.93, -1.37], [3.72, -5.35, -2.92], [4.36, -4.44, -4.25], [6.50, -4.65, -0.83], [4.98, -5.49, -0.93], [11.76, -3.46, 0.16], [10.55, -3.44, 0.25], [12.40, -3.88, -0.97], [12.57, -3.06, 1.19], [13.40, -3.91, -1.07], [11.83, -4.18, -1.74], [12.12, -2.74, 2.02], [13.57, -3.07, 1.14], [6.51, -1.34, 5.35], [6.57, -1.23, 6.57], [7.31, -2.16, 4.63], [5.62, -0.62, 4.59], [7.27, -2.23, 3.62], [8.00, -2.70, 5.11], [5.02, 0.02, 5.07], [5.60, -0.68, 3.59]], "homo_energy_ev": -9.33}

***

3.
{"formula": "C18H59N22O10S", "method": "ωB97M-V/def2-TZVPD", "species": ["C", "C", "C", "C", "N", "C", "C", "C", "C", "S", "N", "H", "H", "H", "H", "H", "H", "H", "H", "H", "H", "H", "H", "H", "H", "H", "H", "H", "H", "H", "C", "O", "N", "N", "H", "H", "H", "H", "C", "O", "N", "N", "H", "H", "H", "H", "C", "O", "N", "N", "H", "H", "H", "H", "C", "O", "N", "N", "H", "H", "H", "H", "C", "O", "N", "N", "H", "H", "H", "H", "C", "O", "N", "N", "H", "H", "H", "H", "C", "O", "N", "N", "H", "H", "H", "H", "C", "O", "N", "N", "H", "H", "H", "H", "C", "O", "N", "N", "H", "H", "H", "H", "C", "O", "N", "N", "H", "H", "H", "H"], "coordinates": [[2.31, 5.10, -0.97], [1.11, 4.30, -0.11], [1.88, 3.60, 1.16], [1.27, 2.12, 1.59], [0.88, 1.24, 0.43], [2.06, 0.52, -0.19], [2.73, 1.08, -1.58], [3.85, -0.15, -1.77], [3.98, -0.90, -0.28], [5.72, -1.40, 0.18], [3.20, 0.03, 0.67], [3.29, 4.43, -1.05], [1.93, 5.47, -2.02], [2.60, 6.02, -0.27], [0.48, 3.57, -0.77], [0.39, 5.17, 0.27], [3.04, 3.59, 1.00], [1.69, 4.31, 2.09], [1.98, 1.63, 2.38], [0.25, 2.36, 2.17], [0.09, 0.60, 0.65], [1.55, -0.50, -0.54], [3.38, 2.03, -1.35], [2.00, 1.12, -2.53], [4.84, 0.15, -2.33], [3.29, -0.99, -2.38], [3.34, -1.90, -0.23], [6.52, -0.31, 0.56], [3.86, 0.86, 0.69], [2.98, -0.42, 1.61], [-1.16, -1.24, 2.89], [-1.14, -1.21, 1.67], [-0.12, -1.65, 3.63], [-2.24, -0.87, 3.61], [-0.11, -1.69, 4.63], [0.71, -1.94, 3.12], [-3.05, -0.55, 3.10], [-2.27, -0.89, 4.62], [-3.20, -1.63, -2.38], [-4.17, -1.85, -3.08], [-3.17, -1.90, -1.07], [-2.06, -1.10, -2.87], [-2.38, -1.73, -0.47], [-4.01, -2.30, -0.66], [-2.04, -0.88, -3.85], [-1.25, -0.91, -2.31], [2.10, -4.40, 2.68], [1.91, -3.37, 3.30], [3.28, -4.70, 2.11], [1.14, -5.33, 2.52], [3.45, -5.54, 1.59], [4.02, -4.02, 2.20], [0.24, -5.15, 2.94], [1.28, -6.19, 2.01], [-6.71, -4.07, -0.63], [-5.53, -3.83, -0.44], [-7.54, -4.46, 0.35], [-7.28, -3.97, -1.85], [-8.52, -4.67, 0.21], [-7.15, -4.55, 1.28], [-6.69, -3.68, -2.61], [-8.25, -4.17, -2.03], [6.57, -0.85, -4.52], [5.89, 0.11, -4.22], [7.19, -1.62, -3.61], [6.78, -1.23, -5.80], [7.76, -2.42, -3.84], [7.06, -1.37, -2.63], [6.33, -0.68, -6.52], [7.34, -2.02, -6.07], [-1.58, 6.97, 2.17], [-0.50, 6.83, 1.63], [-2.11, 8.18, 2.44], [-2.35, 5.93, 2.55], [-3.00, 8.31, 2.89], [-1.57, 8.99, 2.17], [-1.99, 5.00, 2.36], [-3.24, 6.03, 2.99], [1.05, 10.21, 1.81], [-0.06, 10.14, 1.30], [1.96, 9.23, 1.70], [1.46, 11.28, 2.52], [2.88, 9.27, 2.11], [1.70, 8.41, 1.18], [0.81, 12.04, 2.62], [2.37, 11.36, 2.94], [-7.95, 0.01, 0.70], [-8.66, -0.24, 1.66], [-7.53, -0.93, -0.16], [-7.53, 1.26, 0.41], [-6.95, -0.74, -0.96], [-7.83, -1.88, 0.02], [-7.82, 2.00, 1.04], [-6.94, 1.48, -0.37], [5.32, -4.64, -5.01], [6.41, -4.78, -5.55], [4.80, -3.43, -4.74], [4.56, -5.68, -4.64], [3.90, -3.29, -4.29], [5.34, -2.62, -5.01], [4.92, -6.60, -4.82], [3.66, -5.58, -4.19], [-3.76, -6.52, 2.39], [-2.91, -6.92, 3.16], [-4.87, -7.22, 2.09], [-3.67, -5.33, 1.75], [-5.58, -6.91, 1.45], [-4.98, -8.12, 2.55], [-2.85, -4.77, 1.95], [-4.36, -4.99, 1.11]], "homo_energy_ev": -11.20, "charge": 1}

***

Number 1: molar mass 754.602 g mol⁻¹. Number 2: molar mass 1284.643 g mol⁻¹. Number 3: molar mass 775.881 g mol⁻¹.